Record 1
Entry from the Open Molecules 2025 dataset: C3H2O4 in the gas phase in a non-equilibrium geometry (ωB97M-V/def2-TZVPD).

Computed properties:
**E_LUMO**: 0.010 Ha
**Structure (SMILES)**: O=c1occ(O)o1
**Relative energy (zero: lowest compared OMol25 entry of this formula, charge and spin)**: 24.7 kcal/mol
**E_HOMO**: -8.9 eV

CARTESIAN COORDINATES (ANGSTROEM)
O  2.039  -0.068  -0.230
O  -1.424  -0.582  0.395
O  -2.197  1.388  -0.470
O  -0.047  0.850  -0.494
C  -1.372  0.629  -0.229
C  0.719  -0.106  -0.028
C  -0.108  -1.075  0.453
H  2.340  0.962  -0.279
H  0.050  -1.998  0.881

=====

Record 2
Entry from the Open Molecules 2025 dataset: 3 unconnected molecules or ions with the total composition C6H14O in a non-equilibrium geometry (ωB97M-V/def2-TZVPD).

Computed properties:
**E_LUMO**: -0.073 Ha
**Relative energy (zero: lowest compared OMol25 entry of this formula, charge and spin)**: 169.7 kcal/mol
**E_HOMO**: -7.7 eV

CARTESIAN COORDINATES (ANGSTROEM)
O  -0.688  -2.941  1.435
C  0.522  -0.301  -1.757
C  0.415  1.568  0.075
C  0.307  -0.966  0.585
C  0.040  0.143  -0.347
C  -0.558  2.686  -0.187
C  -0.777  -1.816  0.953
H  1.233  -1.537  0.648
H  -1.808  -1.523  0.643
H  2.021  -3.203  2.653
H  0.817  0.554  -2.369
H  -0.323  -0.798  -2.238
H  -1.985  0.200  -0.626
H  -0.668  3.082  -1.203
H  1.403  1.843  -0.281
H  -1.152  -0.048  -0.382
H  1.317  -1.039  -1.682
H  -0.341  3.511  0.496
H  1.329  -3.326  2.434
H  -1.620  2.456  0.000
H  0.515  1.457  1.151

=====

Record 3
Entry from the Open Molecules 2025 dataset: a molecular structure, C2HF6KO7S2 in a non-equilibrium geometry (ωB97M-V/def2-TZVPD).

Computed properties:
**Charge**: -2
**E_LUMO**: 0.152 Ha
**Relative energy (zero: lowest compared OMol25 entry of this formula, charge and spin)**: 9.6 kcal/mol
**E_HOMO**: -0.8 eV

CARTESIAN COORDINATES (ANGSTROEM)
K  -1.910  -0.358  -0.712
S  -1.009  -3.094  2.115
S  1.097  1.591  -2.542
F  0.436  4.187  -2.565
F  1.395  -3.010  3.231
F  0.555  -1.025  3.067
F  -0.200  -2.396  4.548
F  0.162  3.199  -4.463
F  2.154  3.720  -3.773
O  -1.859  -2.025  1.599
O  -0.294  1.437  -2.049
O  -1.934  1.473  1.220
O  1.462  0.666  -3.603
O  -1.671  -4.038  2.990
O  -0.175  -3.729  1.084
O  2.103  1.794  -1.515
C  0.273  -2.289  3.296
C  0.946  3.267  -3.384
H  -1.532  0.631  1.456

=====

Record 4
Entry from the Open Molecules 2025 dataset: 2 unconnected molecules or ions with the total composition C6H14N2O4Si in a non-equilibrium geometry (ωB97M-V/def2-TZVPD).

Computed properties:
**E_LUMO (spin up / spin down)**: -0.034 / -0.075 Ha
**Relative energy (zero: lowest compared OMol25 entry of this formula, charge and spin)**: 136.3 kcal/mol
**E_HOMO (spin up / spin down)**: -9.8 / -9.2 eV

CARTESIAN COORDINATES (ANGSTROEM)
Si  -1.091  -0.834  0.610
O  0.980  1.477  -1.580
O  -0.958  -0.004  -3.610
O  1.489  0.552  0.415
O  -2.149  1.421  -2.371
N  -1.470  0.552  -2.711
N  -0.317  -0.012  -0.729
C  0.761  0.676  -0.553
C  2.001  2.447  -1.412
C  -2.650  -1.431  -0.332
C  -0.196  -2.326  1.305
C  1.814  3.369  -0.269
C  -1.555  0.551  1.918
H  -0.148  -3.179  0.568
H  -3.138  -0.628  -0.950
H  -3.415  -1.829  0.240
H  -2.400  0.134  2.328
H  2.914  1.737  -1.294
H  -0.576  -2.689  2.282
H  -2.262  -2.137  -1.112
H  1.976  3.035  -2.325
H  -0.779  0.857  2.714
H  1.107  4.162  -0.408
H  0.847  -1.986  1.517
H  -1.821  1.587  1.473
H  2.788  3.705  0.209
H  1.297  2.849  0.709

=====

Record 5
Entry from the Open Molecules 2025 dataset: C5H9NO in the gas phase (ωB97M-V/def2-TZVPD).

Computed properties:
**E_LUMO**: 0.025 Ha
**Structure (SMILES)**: CC(C)=C=NCO
**Relative energy (zero: lowest compared OMol25 entry of this formula, charge and spin)**: 62.0 kcal/mol
**E_HOMO**: -8.3 eV

CARTESIAN COORDINATES (ANGSTROEM)
O  -0.509  0.928  1.341
N  -1.102  -1.381  1.052
C  -0.418  -1.116  0.057
C  0.315  -0.450  -0.795
C  -1.201  -0.171  1.887
C  1.800  -0.348  -0.584
C  -0.342  0.358  -1.879
H  -0.780  -0.431  2.862
H  -1.431  0.333  -1.782
H  2.097  -0.828  0.353
H  2.078  0.713  -0.516
H  -2.266  0.063  1.972
H  -0.067  0.002  -2.878
H  -0.024  1.406  -1.785
H  -0.651  1.639  1.977
H  2.363  -0.801  -1.408

=====

Record 6
Entry from the Open Molecules 2025 dataset: a molecular structure, C33H28N3O2Os in a non-equilibrium geometry (ωB97M-V/def2-TZVPD).

Computed properties:
**Charge**: +1
**E_LUMO**: -0.166 Ha
**E_HOMO**: -10.9 eV

CARTESIAN COORDINATES (ANGSTROEM)
Os  0.158  0.227  -0.247
O  1.797  -3.140  -1.328
O  1.563  3.750  -1.642
N  1.826  0.336  -1.294
N  0.198  2.134  -0.671
N  0.158  -1.508  -0.962
C  1.065  0.110  1.565
C  0.671  -2.335  2.112
C  1.465  -1.991  -1.288
C  -1.009  -2.344  -0.960
C  1.592  1.309  2.003
C  -1.224  4.033  -0.043
C  -1.958  -2.072  0.036
C  -3.031  -2.937  0.181
C  1.380  2.627  -1.258
C  -1.524  1.427  -2.822
C  1.249  -1.826  4.776
C  4.422  0.370  -1.943
C  2.429  -0.835  -1.496
C  1.338  -0.770  3.838
C  -3.224  4.466  -1.332
C  3.767  -0.860  -1.824
C  3.749  1.577  -1.768
C  -3.176  -4.025  -0.666
C  -0.383  -3.498  -3.155
C  1.952  1.507  3.357
C  -2.364  4.791  -0.297
C  -1.883  -0.890  0.975
C  -2.960  3.370  -2.139
C  2.408  1.519  -1.432
C  0.618  -3.341  3.038
C  1.794  0.505  4.258
C  -1.832  2.592  -1.920
C  -0.285  4.408  1.065
C  -2.296  -4.203  -1.717
C  0.889  -3.084  4.393
C  -1.210  -3.353  -1.909
C  -0.982  2.939  -0.867
C  1.010  -1.009  2.476
H  0.826  -3.881  5.120
H  -1.436  0.472  -2.279
H  4.271  -1.803  -1.978
H  1.723  2.136  1.323
H  -4.003  -4.708  -0.531
H  0.473  -2.590  1.087
H  -1.598  0.143  0.551
H  1.485  -1.612  5.810
H  4.236  2.533  -1.888
H  -3.763  -2.750  0.956
H  -1.022  -3.845  -3.966
H  0.373  -4.344  2.718
H  5.473  0.384  -2.198
H  -0.599  1.577  -3.385
H  0.055  -2.549  -3.465
H  -1.348  -1.102  1.899
H  -2.459  -5.003  -2.426
H  -4.101  5.071  -1.513
H  2.033  0.652  5.303
H  -2.328  1.272  -3.540
H  -0.645  5.293  1.583
H  2.345  2.470  3.656
H  -2.895  -0.587  1.249
H  -2.568  5.651  0.327
H  0.711  4.629  0.678
H  0.428  -4.214  -3.029
H  -3.629  3.121  -2.952
H  -0.198  3.605  1.801

=====

Record 7
Entry from the Open Molecules 2025 dataset: a molecular structure, C2H8NaO10 in a non-equilibrium geometry (ωB97M-V/def2-TZVPD).

Computed properties:
**Charge**: -2
**E_LUMO (spin up / spin down)**: 0.145 / 0.145 Ha
**2S+1**: 2
**E_HOMO (spin up / spin down)**: 1.7 / 1.7 eV

CARTESIAN COORDINATES (ANGSTROEM)
Na  0.287  0.391  5.692
O  0.319  2.572  4.484
O  -2.707  -0.872  6.337
O  0.215  2.933  8.509
O  0.319  -1.646  7.086
O  0.274  -1.515  3.835
O  0.698  4.527  4.161
O  -0.077  0.927  8.043
O  1.950  3.202  3.185
O  -1.652  2.340  7.748
O  2.588  0.579  4.401
C  0.983  3.411  3.912
C  -0.523  2.052  8.124
H  1.070  -1.009  3.671
H  2.069  1.381  4.334
H  3.318  0.715  3.797
H  -2.487  0.046  6.498
H  -0.431  -2.080  7.492
H  0.514  -0.910  7.666
H  0.531  -2.423  3.676
H  -3.263  -1.119  7.076

=====

Record 8
Entry from the Open Molecules 2025 dataset: a molecular structure, C52H45N8PPdS (ωB97M-V/def2-TZVPD).

Computed properties:
**Charge**: +2
**E_LUMO (spin up / spin down)**: -0.157 / -0.237 Ha
**2S+1**: 3
**Relative energy (zero: lowest compared OMol25 entry of this formula, charge and spin)**: 0.0 kcal/mol
**E_HOMO (spin up / spin down)**: -12.6 / -12.6 eV

CARTESIAN COORDINATES (ANGSTROEM)
Pd  0.682  -0.126  -0.020
S  2.489  -1.292  -1.047
P  -2.161  1.410  1.386
N  -3.267  1.049  -1.158
N  1.833  -3.314  -2.774
N  -2.157  -0.801  3.093
N  -0.520  -0.852  1.645
N  3.938  -3.148  -2.398
N  0.516  1.858  0.785
N  -0.423  3.614  1.677
N  -1.215  0.298  -1.028
C  -0.864  -0.522  -3.398
C  -3.136  -3.576  4.305
C  -1.499  -1.997  3.283
C  -5.957  -0.102  -4.582
C  2.796  -3.764  1.693
C  -2.189  0.895  -0.357
C  5.463  2.355  -0.533
C  -3.478  -4.504  5.278
C  2.826  2.683  0.307
C  5.225  -2.698  -1.859
C  -2.569  -4.829  6.277
C  -5.099  -0.124  -3.492
C  -3.292  -0.325  3.896
C  0.908  6.450  1.060
C  3.442  3.667  -0.465
C  -1.664  0.083  -2.312
C  4.852  1.372  0.229
C  2.434  -4.302  -3.525
C  0.872  3.975  1.357
C  1.857  -2.767  1.910
C  0.458  -0.133  -3.597
C  0.636  -1.604  -5.491
C  -1.881  -2.972  4.325
C  0.527  -3.084  2.163
C  3.099  6.655  2.754
C  2.413  -5.097  1.734
C  -0.597  2.321  1.323
C  -4.530  1.715  -0.813
C  -0.688  -1.992  -5.305
C  3.756  -4.200  -3.289
C  -1.318  -4.226  6.303
C  -0.973  -3.301  5.328
C  -3.543  1.273  -4.689
C  3.539  1.536  0.645
C  -4.405  1.298  -5.776
C  -1.388  4.470  2.381
C  2.538  5.413  2.500
C  1.205  -0.666  -4.639
C  1.441  5.305  1.648
C  -1.534  -0.133  2.095
C  1.475  7.690  1.311
C  2.572  7.792  2.157
C  -1.436  -1.448  -4.270
C  -5.610  0.610  -5.724
C  4.754  3.501  -0.883
C  1.089  -5.425  2.007
C  -0.468  -2.016  2.377
C  1.451  2.861  0.804
C  2.748  -2.614  -2.093
C  -2.957  0.531  -2.396
C  0.152  -4.427  2.224
C  -3.887  0.562  -3.543
H  4.584  -4.771  -3.671
H  2.889  4.556  -0.745
H  -6.894  -0.641  -4.542
H  3.833  -3.501  1.517
H  3.018  8.760  2.348
H  -2.470  -1.746  -4.137
H  -0.838  5.194  2.975
H  5.124  -2.505  -0.795
H  5.406  0.489  0.527
H  1.066  8.575  0.841
H  1.211  -2.011  -6.314
H  2.221  -0.327  -4.801
H  0.004  -2.830  5.342
H  5.545  -1.787  -2.359
H  3.949  6.736  3.419
H  3.144  -5.880  1.572
H  -0.612  -4.473  7.085
H  6.495  2.242  -0.842
H  3.083  0.796  1.293
H  -3.228  0.751  4.019
H  -4.451  -4.977  5.254
H  -1.142  -2.711  -5.975
H  0.887  0.643  -2.978
H  -2.023  5.000  1.675
H  -4.238  -0.579  3.421
H  -3.840  -3.335  3.516
H  5.956  -3.484  -2.021
H  2.174  -1.733  1.941
H  -4.995  2.065  -1.729
H  -3.247  -0.800  4.871
H  -4.138  1.859  -6.661
H  1.880  -4.980  -4.150
H  -2.004  3.863  3.038
H  -6.279  0.625  -6.575
H  -0.878  -4.691  2.432
H  -5.207  1.026  -0.312
H  0.786  -6.463  2.052
H  0.059  6.368  0.388
H  0.847  -3.102  -2.745
H  5.229  4.271  -1.478
H  -4.334  2.563  -0.165
H  -2.600  1.807  -4.726
H  -2.835  -5.554  7.035
H  2.947  4.522  2.962
H  -5.363  -0.692  -2.606

=====

Record 9
Entry from the Open Molecules 2025 dataset: a molecular structure, C2HFI2O in a non-equilibrium geometry (ωB97M-V/def2-TZVPD).

Computed properties:
**E_LUMO (spin up / spin down)**: -0.084 / -0.091 Ha
**Relative energy (zero: lowest compared OMol25 entry of this formula, charge and spin)**: 45.5 kcal/mol
**E_HOMO (spin up / spin down)**: -9.7 / -8.7 eV

CARTESIAN COORDINATES (ANGSTROEM)
I  4.478  0.680  -0.158
I  2.469  -1.258  0.272
F  0.707  -2.115  -1.824
O  -1.418  -1.108  -0.225
C  -0.302  -0.666  -0.171
C  0.830  -1.081  -0.979
H  -0.006  0.156  0.513